[1]
{"formula": "C19H38N4ORuSeSi", "method": "ωB97M-V/def2-TZVPD", "species": ["Ru", "Se", "Si", "O", "N", "N", "N", "N", "C", "C", "C", "C", "C", "C", "C", "C", "C", "C", "C", "C", "C", "C", "C", "C", "C", "C", "C", "H", "H", "H", "H", "H", "H", "H", "H", "H", "H", "H", "H", "H", "H", "H", "H", "H", "H", "H", "H", "H", "H", "H", "H", "H", "H", "H", "H", "H", "H", "H", "H", "H", "H", "H", "H", "H", "H"], "coordinates": [[-0.619, -0.136, -0.095], [0.355, -0.087, -2.405], [1.050, 2.989, 0.161], [0.174, 1.607, 0.304], [0.820, -1.527, 0.728], [-2.342, 0.903, -0.730], [-1.453, -2.035, -0.809], [-1.443, 0.391, 1.861], [-0.094, 4.397, 0.634], [-0.508, -1.667, 2.918], [2.792, -1.490, -2.995], [2.947, -0.010, -1.108], [2.193, -0.568, -2.139], [4.271, -0.390, -0.919], [-3.044, 1.499, 0.445], [4.860, -1.314, -1.770], [-3.800, -1.111, -1.030], [0.843, -1.721, 2.205], [4.119, -1.854, -2.812], [-3.244, 0.164, -1.651], [2.461, 2.911, 1.388], [0.687, -2.809, -0.011], [-1.040, -0.262, 3.121], [-2.878, -2.319, -1.119], [1.686, 3.300, -1.563], [-0.772, -3.177, -0.168], [-2.873, 0.674, 1.712], [0.411, 5.362, 0.562], [-4.065, 0.827, -1.932], [-4.728, -1.371, -1.541], [-3.235, -3.104, -0.452], [-0.253, 0.347, 3.572], [2.498, 0.737, -0.462], [-1.937, 1.671, -1.260], [4.846, 0.055, -0.117], [-4.100, 1.651, 0.215], [5.893, -1.603, -1.630], [1.718, -1.130, 0.453], [2.217, -1.919, -3.806], [-0.370, -2.122, 3.901], [-4.080, -0.922, 0.004], [3.141, 2.079, 1.191], [1.312, -2.687, 2.406], [-0.960, 4.440, -0.033], [-0.459, 4.295, 1.660], [-2.673, -0.058, -2.555], [-3.420, -0.267, 1.689], [2.083, 2.802, 2.408], [3.053, 3.829, 1.355], [-1.254, -2.274, 2.403], [-2.593, 2.477, 0.615], [2.303, 2.487, -1.948], [-1.247, -3.382, 0.790], [1.242, -3.603, 0.493], [1.132, -2.662, -0.995], [-0.949, 1.284, 1.794], [2.290, 4.211, -1.566], [0.863, 3.446, -2.265], [-2.919, -2.723, -2.133], [-0.868, -4.079, -0.780], [-3.254, 1.253, 2.561], [4.574, -2.566, -3.489], [1.499, -0.956, 2.628], [-1.878, -0.266, 3.822], [-0.981, -1.917, -1.713]], "lowdin_spin": [0.86, -0.01, 0.01, 0.10, 0.01, 0.00, 0.00, 0.00, 0.00, 0.00, 0.00, 0.00, 0.00, 0.00, 0.00, 0.00, 0.00, 0.00, 0.00, 0.00, 0.00, 0.00, 0.00, 0.00, 0.00, 0.00, 0.00, 0.00, 0.00, 0.00, 0.00, 0.00, 0.00, 0.00, 0.00, 0.00, 0.00, 0.00, 0.00, 0.00, 0.00, 0.00, 0.00, 0.00, 0.00, 0.00, 0.00, 0.00, 0.00, 0.00, 0.00, 0.00, 0.00, 0.00, 0.00, 0.00, 0.00, 0.00, 0.00, 0.00, 0.00, 0.00, 0.00, 0.00, 0.00], "spin_multiplicity": 2, "e_homo_ev": [-10.3, -10.3], "relative_energy_kcal_mol": 9.4, "charge": 1, "energy_ev": -104131.8637, "lumo_energy_ev": [-1.99, -3.54]}

[2]
{"formula": "C13H13N3O9S", "method": "ωB97M-V/def2-TZVPD", "species": ["S", "O", "O", "O", "O", "O", "O", "O", "O", "O", "N", "N", "N", "C", "C", "C", "C", "C", "C", "C", "C", "C", "C", "C", "C", "C", "H", "H", "H", "H", "H", "H", "H", "H", "H", "H", "H", "H", "H"], "coordinates": [[1.478, -0.981, 1.894], [-2.563, 0.664, 0.199], [-2.744, 2.563, 3.826], [-4.763, 2.433, 1.590], [3.114, -2.496, -5.653], [-0.740, 0.733, 3.434], [2.958, -2.189, -2.875], [-1.035, 3.605, 0.117], [-1.724, 2.856, -1.918], [4.687, -4.001, -5.405], [3.872, -3.200, -4.950], [-0.330, 0.332, 0.140], [1.237, -0.922, -0.698], [2.597, -1.895, 0.920], [-3.359, 2.560, 1.452], [-2.731, 1.764, 2.623], [3.929, -3.497, -1.361], [-1.300, 1.331, 2.263], [-1.800, 2.927, -0.563], [3.760, -3.093, -3.551], [-2.898, 2.064, 0.066], [4.399, -3.871, -2.634], [2.341, -1.739, -0.423], [3.073, -2.448, -1.512], [0.711, -0.481, 0.401], [-1.456, 0.355, 1.052], [4.201, -3.948, -0.423], [-0.882, 1.390, 4.148], [-3.287, 0.872, 2.813], [-3.604, 3.054, 3.813], [-0.645, 2.162, 1.968], [-3.761, 2.140, -0.588], [-1.648, -0.642, 1.450], [-0.915, 3.371, -2.124], [-5.004, 1.525, 1.389], [5.085, -4.667, -2.912], [-0.587, 0.290, -0.822], [3.399, -2.500, 1.311], [-3.063, 3.582, 1.542]], "lowdin_charge": [1.08, -0.02, -0.02, 0.00, 0.08, -0.04, 0.12, 0.11, 0.12, 0.08, -0.33, 0.08, 0.10, -0.35, -0.25, -0.24, -0.01, -0.24, -0.42, -0.19, -0.14, 0.04, -0.28, -0.14, -0.62, -0.25, 0.12, 0.11, 0.15, 0.12, 0.16, 0.17, 0.17, 0.14, 0.10, 0.13, 0.14, 0.07, 0.15], "e_homo_ev": -8.4, "relative_energy_kcal_mol": 7.8, "smiles": "O=C(O)[C@H]1O[C@@H](Nc2nc(-c3ccc([N+](=O)[O-])o3)cs2)[C@H](O)[C@@H](O)[C@@H]1O", "energy_ev": -47420.1848, "lumo_energy_ev": -0.81}